The following is a DFT calculation (ωB97M-V with the def2-TZVPD basis set) of a molecular structure, C24H46Cl3N2O4SiV.

```
81
Properties=species:S:1:pos:R:3:lowdin_spin:R:1
C 2.513 -0.531 -4.027 0.00
C 3.757 -0.503 -3.196 0.00
H 2.554 0.246 -4.795 0.00
H 1.643 -0.364 -3.379 0.00
H 2.387 -1.500 -4.535 0.00
C 4.925 0.005 -3.620 0.00
C 5.160 0.594 -4.970 0.00
H 5.809 -0.063 -2.983 0.00
H 4.363 1.284 -5.278 0.00
H 5.262 -0.168 -5.759 0.00
H 6.086 1.175 -4.946 0.00
V -3.477 -0.715 0.072 1.92
Cl -4.302 -2.752 0.693 0.01
Cl -1.862 -1.531 -1.318 0.01
C -1.717 -1.743 2.130 0.01
O -2.325 -0.672 1.844 0.01
N -0.854 -1.852 3.140 0.00
C -0.562 -0.706 4.001 0.00
C -0.050 -3.063 3.302 0.00
H -1.875 -2.654 1.539 0.00
H -1.465 -0.094 4.118 0.00
H 0.245 -0.082 3.585 0.00
H -0.236 -1.087 4.971 0.00
H -0.595 -3.910 2.865 0.00
H 0.126 -3.232 4.370 0.00
H 0.920 -2.967 2.794 0.00
H -3.865 2.581 -3.583 0.00
H -1.187 1.781 -2.343 0.00
C -3.793 3.314 -2.764 0.00
C -1.486 2.775 -1.990 0.00
N -2.918 2.835 -1.702 0.00
H -4.795 3.496 -2.365 0.00
C -3.404 2.138 -0.677 0.00
O -2.732 1.318 0.011 0.00
H -0.915 3.030 -1.090 0.00
H -4.472 2.299 -0.442 0.00
H -3.360 4.238 -3.161 0.00
H -1.275 3.499 -2.777 0.00
O 2.616 -0.192 -1.156 0.00
C 3.583 -1.038 -1.776 0.00
C 5.534 0.001 -0.535 0.00
C 4.886 -1.151 -0.994 0.00
H 5.060 0.975 -0.694 0.00
C 6.793 -0.096 0.067 0.00
H 3.127 -2.035 -1.869 0.00
C 5.492 -2.405 -0.844 0.00
H 7.267 0.811 0.443 0.00
C 7.423 -1.339 0.165 0.00
C 6.770 -2.494 -0.280 0.00
H 4.962 -3.292 -1.206 0.00
H 8.430 -1.399 0.585 0.00
H 7.255 -3.472 -0.194 0.00
Si 2.018 0.190 0.350 0.00
Cl -4.772 -0.111 -1.754 0.02
C 2.683 1.854 0.852 0.00
C 2.485 -1.175 1.540 0.00
C 0.211 0.324 0.078 0.00
H 3.770 1.806 0.979 0.00
H 2.222 2.151 1.805 0.00
H 2.448 2.602 0.081 0.00
H -0.039 0.742 -0.897 0.00
H -0.351 0.869 0.840 0.00
H -0.149 -0.710 0.055 0.00
H 3.578 -1.305 1.549 0.00
H 2.043 -2.130 1.225 0.00
H 2.161 -0.935 2.564 0.00
C -5.798 2.158 2.420 0.00
C -4.804 1.031 2.385 0.00
O -5.011 0.172 1.233 0.01
C -6.365 -0.343 1.106 0.00
C -6.814 -1.126 2.313 0.00
H -5.868 2.677 1.461 0.00
H -5.475 2.881 3.171 0.00
H -6.782 1.780 2.702 0.00
H -3.778 1.399 2.293 0.00
H -4.855 0.400 3.284 0.00
H -7.021 0.507 0.872 0.00
H -6.320 -0.994 0.231 0.00
H -7.225 -0.457 3.073 0.00
H -7.603 -1.814 1.995 0.00
H -6.012 -1.738 2.742 0.00
```

* spin multiplicity: 3
* E: -3966.85068 Ha
* maximum force: 0.030 Eh/bohr
* E_HOMO (spin up / spin down): -8.346 / -8.664 eV
* gap between HOMO and LUMO (spin up / spin down): 8.532 / 9.087 eV